No. 1
Formula: C18H23N3O4
Source: OMol25
Level of theory: ωB97M-V/def2-TZVPD

Bonds (Å) are listed after each position.
Cartesian coordinates (Å):
1 O -1.019 -2.481 -0.586  C12 1.210
2 O 0.743 0.263 -1.274  C24 1.204
3 O 0.624 -1.923 2.715  C21 1.203
4 O 2.434 5.873 1.365  C9 1.361, C11 1.407
5 N -0.155 0.152 2.088  C21 1.349, C23 1.448, H38 1.005
6 N 0.893 -1.063 0.583  C8 1.436, C21 1.404, C24 1.366
7 N 0.382 -4.081 -1.359  C12 1.346, C18 1.446, H41 1.008
8 C 1.322 -2.277 -0.054  N6 1.436, C12 1.539, H34 1.093, H37 1.093
9 C 1.714 4.729 1.205  O4 1.361, C17 1.396, C20 1.387
10 C -0.159 3.419 0.410  C14 1.390, C19 1.503, C20 1.392
11 C 1.949 7.061 0.788  O4 1.407, H36 1.095, H39 1.089, H44 1.095
12 C 0.092 -2.952 -0.687  O1 1.210, N7 1.346, C8 1.539
13 C -1.838 1.974 -0.770  C16 1.521, C19 1.524, H28 1.091, H33 1.091
14 C 0.388 2.281 0.990  C10 1.390, C15 1.393, C23 1.511
15 C 1.603 2.377 1.665  C14 1.393, C17 1.375, H43 1.080
16 C -1.734 1.016 0.407  C13 1.521, C23 1.536, H26 1.092, H48 1.093
17 C 2.259 3.579 1.780  C9 1.396, C15 1.375, H32 1.078
18 C -0.629 -4.910 -1.977  N7 1.446, C22 1.529, H42 1.092, H46 1.095
19 C -1.475 3.382 -0.316  C10 1.503, C13 1.524, H27 1.096, H45 1.092
20 C 0.509 4.634 0.526  C9 1.387, C10 1.392, H29 1.079
21 C 0.442 -1.044 1.913  O3 1.203, N5 1.349, N6 1.404
22 C -0.777 -6.254 -1.264  C18 1.529, C25 1.523, H30 1.091, H31 1.093
23 C -0.272 0.927 0.871  N5 1.448, C14 1.511, C16 1.536, C24 1.534
24 C 0.501 0.043 -0.116  O2 1.204, N6 1.366, C23 1.534
25 C -1.856 -7.107 -1.918  C22 1.523, H35 1.087, H40 1.088, H47 1.087
26 H -2.076 0.017 0.129  C16 1.092
27 H -2.252 3.757 0.360  C19 1.096
28 H -2.851 1.959 -1.175  C13 1.091
29 H 0.063 5.504 0.068  C20 1.079
30 H -1.032 -6.074 -0.218  C22 1.091
31 H 0.178 -6.786 -1.291  C22 1.093
32 H 3.198 3.658 2.304  C17 1.078
33 H -1.150 1.649 -1.552  C13 1.091
34 H 2.059 -2.039 -0.824  C8 1.093
35 H -2.816 -6.598 -1.881  C25 1.087
36 H 1.863 6.973 -0.300  C11 1.095
37 H 1.754 -2.925 0.713  C8 1.093
38 H -0.623 0.400 2.942  N5 1.005
39 H 2.684 7.827 1.029  C11 1.089
40 H -1.611 -7.302 -2.960  C25 1.088
41 H 1.328 -4.429 -1.356  N7 1.008
42 H -1.564 -4.350 -1.925  C18 1.092
43 H 2.032 1.490 2.109  C15 1.080
44 H 0.979 7.346 1.208  C11 1.095
45 H -1.438 4.057 -1.173  C19 1.092
46 H -0.369 -5.070 -3.029  C18 1.095
47 H -1.951 -8.060 -1.403  C25 1.087
48 H -2.345 1.374 1.240  C16 1.093

Summary:
HOMO energy	-8.4041	eV
frontier orbital gap	9.207	eV
M	345.399	g/mol
LUMO level	0.8	eV
SMILES	CCCNC(=O)CN1C(=O)N[C@]2(CCCc3cc(OC)ccc32)C1=O
ΔE to the lowest compared entry with this formula, charge and spin	0.00	kcal/mol

=====

No. 2
Formula: C18H23N3O5S3
Source: OMol25
Level of theory: ωB97M-V/def2-TZVPD

Bonds (Å) are listed after each position.
Cartesian coordinates (Å):
1 S 0.499 1.005 -1.928  C22 1.755, C25 1.824
2 S 5.402 -1.940 0.459  O4 1.441, O7 1.434, C17 1.829, C23 1.836
3 S -4.085 0.645 0.859  C14 1.728, C27 1.752
4 O 5.592 -2.409 -0.890  S2 1.441
5 O -5.629 -1.530 0.225  C16 1.427, C20 1.338
6 O 2.538 2.508 0.585  C12 1.216
7 O 6.222 -2.526 1.479  S2 1.434
8 O -4.356 -2.609 -1.287  C20 1.209
9 N -0.376 2.741 -0.178  C22 1.313, C29 1.332
10 N 3.451 0.752 -0.495  C12 1.358, C19 1.457, C24 1.448
11 N -2.317 2.661 1.142  C14 1.323, C29 1.321
12 C 2.645 1.843 -0.428  O6 1.216, N10 1.358, C25 1.516
13 C 3.379 -0.685 1.535  C17 1.511, C19 1.545, H36 1.091, H38 1.091
14 C -2.645 1.538 0.524  S3 1.728, N11 1.323, C26 1.416
15 C -0.766 4.496 1.412  C29 1.486, H42 1.087, H46 1.085, H51 1.089
16 C -6.623 -2.552 0.186  O5 1.427, C18 1.519, H47 1.095, H48 1.096
17 C 3.636 -2.042 0.923  S2 1.829, C13 1.511, H39 1.085, H40 1.084
18 C -7.137 -2.796 1.594  C16 1.519, H34 1.087, H44 1.086, H50 1.087
19 C 4.144 0.394 0.735  N10 1.457, C13 1.545, C23 1.514, H32 1.098
20 C -4.542 -1.675 -0.542  O5 1.338, O8 1.209, C27 1.463
21 C -2.439 -0.291 -0.964  C26 1.424, C27 1.370, C28 1.487
22 C -0.672 1.608 -0.769  S1 1.755, N9 1.313, C26 1.406
23 C 5.555 -0.111 0.522  S2 1.836, C19 1.514, H30 1.085, H33 1.084
24 C 3.627 -0.016 -1.711  N10 1.448, H35 1.086, H41 1.092, H52 1.093
25 C 1.859 2.194 -1.676  S1 1.824, C12 1.516, H43 1.087, H49 1.089
26 C -1.859 0.914 -0.475  C14 1.416, C21 1.424, C22 1.406
27 C -3.629 -0.551 -0.337  S3 1.752, C20 1.463, C21 1.370
28 C -1.823 -1.132 -2.024  C21 1.487, H31 1.089, H37 1.085, H45 1.089
29 C -1.188 3.229 0.759  N9 1.332, N11 1.321, C15 1.486
30 H 6.190 0.108 1.375  C23 1.085
31 H -0.859 -1.511 -1.686  C28 1.089
32 H 4.145 1.317 1.329  C19 1.098
33 H 6.019 0.240 -0.392  C23 1.084
34 H -7.535 -1.874 2.009  C18 1.087
35 H 4.291 -0.858 -1.541  C24 1.086
36 H 2.317 -0.436 1.554  C13 1.091
37 H -2.472 -1.968 -2.264  C28 1.085
38 H 3.750 -0.673 2.561  C13 1.091
39 H 3.063 -2.228 0.021  C17 1.085
40 H 3.521 -2.861 1.624  C17 1.084
41 H 2.670 -0.399 -2.072  C24 1.092
42 H 0.298 4.444 1.630  C15 1.087
43 H 2.459 2.170 -2.582  C25 1.087
44 H -7.922 -3.546 1.571  C18 1.086
45 H -1.647 -0.535 -2.918  C28 1.089
46 H -1.343 4.653 2.317  C15 1.085
47 H -6.180 -3.456 -0.245  C16 1.095
48 H -7.431 -2.208 -0.469  C16 1.096
49 H 1.397 3.169 -1.526  C25 1.089
50 H -6.331 -3.146 2.235  C18 1.087
51 H -0.931 5.330 0.731  C15 1.089
52 H 4.068 0.603 -2.497  C24 1.093

Summary:
HOMO energy	-8.5759	eV
frontier orbital gap	8.439	eV
M	457.599	g/mol
LUMO level	-0.1	eV
SMILES	CCOC(=O)c1sc2nc(C)nc(SCC(=O)N(C)[C@H]3CCS(=O)(=O)C3)c2c1C
ΔE to the lowest compared entry with this formula, charge and spin	2.04	kcal/mol

=====

No. 3
Formula: C18H23N3O6
Source: OMol25
Level of theory: ωB97M-V/def2-TZVPD

Bonds (Å) are listed after each position.
Cartesian coordinates (Å):
1 O -4.508 1.795 -1.857  C14 1.408, C23 1.367
2 O 3.346 -2.119 2.606  C10 1.434, C12 1.317
3 O 0.085 -0.082 -2.832  C21 1.215
4 O -4.544 2.225 0.873  C16 1.375, C25 1.414
5 O 1.526 -0.999 1.927  C12 1.208
6 O -2.233 1.408 2.388  C18 1.410, C27 1.361
7 N 3.625 -2.987 -1.111  N8 1.342, C20 1.320
8 N 2.519 -2.525 -0.508  N7 1.342, C11 1.438, C22 1.362
9 N 0.730 -0.979 -0.848  C21 1.367, C22 1.381, H28 1.013
10 C 3.653 -1.111 3.579  O2 1.434, C15 1.521, H31 1.095, H39 1.091
11 C 2.151 -3.028 0.788  N8 1.438, C12 1.529, H35 1.091, H46 1.096
12 C 2.292 -1.928 1.839  O2 1.317, O5 1.208, C11 1.529
13 C -2.295 0.831 -1.704  C17 1.393, C23 1.383, H42 1.077
14 C -4.492 1.601 -3.251  O1 1.408, H34 1.094, H40 1.094, H49 1.089
15 C 4.439 0.029 2.949  C10 1.521, H47 1.087, H48 1.086, H50 1.087
16 C -3.451 1.667 0.253  O4 1.375, C23 1.411, C27 1.403
17 C -1.221 0.423 -0.917  C13 1.393, C21 1.489, C24 1.384
18 C -3.102 2.225 3.140  O6 1.410, H32 1.091, H43 1.093, H45 1.090
19 C 2.612 -1.493 -2.447  C20 1.408, C22 1.379, H29 1.068
20 C 3.693 -2.380 -2.282  N7 1.320, C19 1.408, C26 1.487
21 C -0.082 -0.211 -1.636  O3 1.215, N9 1.367, C17 1.489
22 C 1.881 -1.606 -1.283  N8 1.362, N9 1.381, C19 1.379
23 C -3.406 1.428 -1.137  O1 1.367, C13 1.383, C16 1.411
24 C -1.259 0.646 0.448  C17 1.384, C27 1.396, H38 1.079
25 C -5.174 3.339 0.271  O4 1.414, H30 1.093, H36 1.091, H44 1.091
26 C 4.796 -2.652 -3.240  C20 1.487, H33 1.086, H37 1.089, H41 1.089
27 C -2.358 1.271 1.040  O6 1.361, C16 1.403, C24 1.396
28 H 0.548 -1.011 0.148  N9 1.013
29 H 2.388 -0.868 -3.284  C19 1.068
30 H -4.444 4.014 -0.183  C25 1.093
31 H 2.719 -0.741 4.012  C10 1.095
32 H -4.123 1.839 3.145  C18 1.091
33 H 5.477 -3.382 -2.812  C26 1.086
34 H -3.681 2.161 -3.726  C14 1.094
35 H 2.834 -3.848 1.015  C11 1.091
36 H -5.899 3.032 -0.484  C25 1.091
37 H 5.341 -1.735 -3.458  C26 1.089
38 H -0.447 0.393 1.111  C24 1.079
39 H 4.242 -1.626 4.340  C10 1.091
40 H -4.402 0.541 -3.508  C14 1.094
41 H 4.395 -3.039 -4.175  C26 1.089
42 H -2.229 0.647 -2.763  C13 1.077
43 H -3.105 3.255 2.774  C18 1.093
44 H -5.689 3.855 1.083  C25 1.091
45 H -2.697 2.205 4.153  C18 1.090
46 H 1.113 -3.384 0.779  C11 1.096
47 H 5.334 -0.354 2.467  C15 1.087
48 H 4.725 0.741 3.718  C15 1.086
49 H -5.450 1.978 -3.607  C14 1.089
50 H 3.829 0.539 2.207  C15 1.087

Summary:
HOMO energy	-8.1336	eV
frontier orbital gap	8.857	eV
M	377.397	g/mol
LUMO level	0.7	eV
SMILES	CCOC(=O)Cn1nc(C)cc1NC(=O)c1cc(OC)c(OC)c(OC)c1
ΔE to the lowest compared entry with this formula, charge and spin	55.50	kcal/mol

=====

No. 4
Formula: C18H23NO3S
Source: OMol25
Level of theory: ωB97M-V/def2-TZVPD

Bonds (Å) are listed after each position.
Cartesian coordinates (Å):
1 S -2.621 0.428 3.113  C11 1.916, C12 1.888
2 O -1.240 2.066 1.374  C11 1.230
3 O -4.386 -0.915 -0.420  C8 1.291
4 O 1.980 -1.321 -1.066  C19 1.478, C21 1.328
5 N -2.650 0.602 0.590  C8 1.557, C11 1.168, H45 1.121
6 C 2.388 1.040 -2.973  C16 1.475, C23 1.623, H24 1.173, H33 0.920
7 C 0.956 -1.150 1.172  C15 1.509, C21 1.381, H43 0.995
8 C -3.600 -0.632 0.564  O3 1.291, N5 1.557, C12 1.461
9 C -1.443 -1.884 1.293  C10 1.479, C15 1.242, C22 1.458
10 C -1.421 -2.406 -0.090  C9 1.479, C13 1.503, H35 0.919
11 C -2.116 1.204 1.436  S1 1.916, O2 1.230, N5 1.168
12 C -3.472 -0.841 2.004  S1 1.888, C8 1.461, C22 1.530, H30 1.022
13 C -0.327 -2.195 -1.099  C10 1.503, C21 1.788, H44 0.966
14 C 1.052 1.548 -0.904  C16 1.436, H29 1.137, H36 1.019, H42 1.265
15 C -0.328 -1.649 1.787  C7 1.509, C9 1.242, H28 1.080
16 C 2.327 1.358 -1.534  C6 1.475, C14 1.436, C17 1.625, C19 1.701
17 C 3.510 2.356 -1.036  C16 1.625, C18 1.570, H34 1.034, H37 0.945
18 C 4.981 2.194 -1.559  C17 1.570, C20 1.800, H40 1.000, H46 0.977
19 C 2.838 -0.130 -0.890  O4 1.478, C16 1.701, H32 0.920, H41 1.257
20 C 4.688 1.996 -3.324  C18 1.800, C23 1.499, H27 1.003, H31 1.069
21 C 1.031 -1.512 -0.158  O4 1.328, C7 1.381, C13 1.788
22 C -2.739 -2.179 1.891  C9 1.458, C12 1.530, H25 0.968, H38 1.253
23 C 3.816 0.842 -3.720  C6 1.623, C20 1.499, H26 0.972, H39 0.928
24 H 1.857 0.090 -3.412  C6 1.173
25 H -3.324 -2.866 1.540  C22 0.968
26 H 3.740 0.703 -4.679  C23 0.972
27 H 4.451 2.950 -3.520  C20 1.003
28 H -0.334 -1.379 2.833  C15 1.080
29 H 0.640 2.507 -1.356  C14 1.137
30 H -4.387 -1.003 2.430  C12 1.022
31 H 5.665 1.887 -3.744  C20 1.069
32 H 3.659 -0.488 -1.102  C19 0.920
33 H 2.044 1.711 -3.501  C6 0.920
34 H 3.414 2.200 -0.018  C17 1.034
35 H -2.157 -2.682 -0.566  C10 0.919
36 H 0.943 1.694 0.098  C14 1.019
37 H 3.138 3.167 -1.348  C17 0.945
38 H -2.510 -2.567 3.060  C22 1.253
39 H 4.161 0.080 -3.318  C23 0.928
40 H 5.280 1.314 -1.189  C18 1.000
41 H 3.154 -0.092 0.326  C19 1.257
42 H 0.173 0.719 -1.278  C14 1.265
43 H 1.677 -0.720 1.708  C7 0.995
44 H -0.110 -2.334 -2.030  C13 0.966
45 H -2.424 0.986 -0.439  N5 1.121
46 H 5.532 2.972 -1.343  C18 0.977

Summary:
HOMO energy	-8.2412	eV
frontier orbital gap	7.729	eV
M	333.453	g/mol
LUMO level	-0.5	eV
SMILES	CC1(COc2ccc(C[C@H]3SC(=O)NC3=O)cc2)CCCCC1
ΔE to the lowest compared entry with this formula, charge and spin	387.42	kcal/mol